# 1
{"formula": "C4H5CaO3", "method": "wB97M-V/def2-TZVPD", "elements": ["H", "O", "O", "O", "C", "C", "H", "C", "C", "H", "H", "H", "Ca"], "coordinates": [[-2.891795, -0.768564, 0.583781], [0.322335, 1.201336, -0.181524], [-1.798703, 0.660258, -0.467466], [-0.309818, -0.598061, 1.248507], [1.269277, -1.425902, -0.552445], [-0.561321, 0.248987, -0.078967], [-3.798084, 0.396361, -0.424002], [-2.898234, -0.225324, -0.371635], [-0.117429, -1.192883, -0.081684], [1.373332, -2.216484, -1.307012], [-0.876392, -1.958136, -0.286467], [-2.902312, -0.943887, -1.204533], [2.159800, 0.344649, 0.374586]], "forces_ev_per_a": [[0.02, 0.12, -0.21], [-0.12, 0.38, -0.22], [-0.18, 0.12, 0.73], [-0.19, 0.74, -0.59], [-0.28, -1.29, -0.36], [0.78, -0.88, 0.10], [0.21, -0.16, -0.02], [-0.04, -0.30, 0.13], [-0.11, 0.15, -0.86], [-0.29, 0.16, 0.24], [0.17, 0.10, 0.06], [0.00, 0.14, 0.18], [0.03, 0.73, 0.81]], "mulliken_charge": [0.332, -0.969, -0.328, -0.572, -1.378, 1.031, 0.242, -0.728, 0.047, 0.285, 0.481, 0.290, 1.267], "homo_energy_ev": [-6.75, -8.14], "homo_lumo_gap_ev": [5.7, 7.2], "lumo_ev": [-1.04, -0.98], "multiplicity": 2, "mol_weight_g_mol": 141.2, "total_charge": 0}

---

# 2
{"formula": "C4H5Cl", "method": "wB97M-V/def2-TZVPD", "elements": ["C", "H", "H", "C", "H", "C", "H", "C", "Cl", "H"], "coordinates": [[0.944154, -0.595766, 0.772372], [0.334707, -1.380499, -1.656879], [1.524989, -2.290204, -1.058861], [-0.150685, -0.443409, -1.435739], [2.092063, -2.607233, 0.848029], [1.610338, -1.798959, 0.092313], [0.999388, -0.501471, 1.756881], [-0.196157, -0.118222, -0.157623], [-1.017479, 1.440422, 0.394260], [-0.899904, 0.030382, -2.219537]], "forces_ev_per_a": [[0.04, -6.84, -9.50], [-0.25, 0.60, -0.64], [0.38, 1.90, 3.72], [-3.64, 0.66, -1.93], [-0.67, 2.33, -1.89], [-1.03, 0.57, 3.30], [0.29, 0.66, 4.02], [2.46, 2.72, 1.61], [0.52, -1.64, -0.47], [1.90, -0.98, 1.77]], "mulliken_charge": [-0.337, 0.103, 0.227, -0.463, 0.202, -0.554, 0.465, 0.351, -0.222, 0.229], "smiles": "C=CC(=C)Cl", "homo_energy_ev": -8.92, "homo_lumo_gap_ev": 8.6, "lumo_ev": -0.31, "mol_weight_g_mol": 88.5, "total_charge": 0}

---

# 3
{"formula": "C4H5Cl3O2S", "method": "wB97M-V/def2-TZVPD", "elements": ["C", "H", "O", "Cl", "H", "S", "O", "H", "H", "C", "C", "Cl", "C", "Cl", "H"], "coordinates": [[1.009700, 0.474405, 0.303376], [-1.026803, -1.312276, -1.707391], [-2.516119, 0.582709, 0.774922], [2.106313, -2.178074, 1.203218], [1.031324, 0.446349, -1.812684], [-1.382920, -0.310483, 0.612044], [-1.604953, -1.634820, 1.156369], [-1.361279, 0.501031, -1.686797], [0.084535, 0.712411, 2.393071], [0.094995, 0.436942, 1.358966], [0.620478, -0.068034, -1.024006], [2.612509, 1.100235, 0.663311], [-0.834463, -0.367848, -1.198564], [0.016281, 2.627083, -0.062795], [1.150402, -1.009630, -0.973039]], "forces_ev_per_a": [[2.38, 2.26, 0.48], [-0.18, 0.01, 0.55], [1.52, -0.10, -0.30], [-0.88, 1.04, -0.03], [1.02, 1.54, -1.60], [-3.87, -1.33, 0.02], [1.21, 0.94, -0.48], [0.35, -1.01, 0.61], [0.43, 0.15, 0.32], [-1.22, -0.81, -2.12], [0.79, -2.09, 1.22], [-1.01, -0.81, -0.69], [-0.76, 1.96, 1.41], [-0.15, -1.15, 0.85], [0.36, -0.60, -0.25]], "mulliken_charge": [-0.119, 0.408, -0.574, -0.374, 0.434, 1.086, -0.546, 0.355, 0.310, -0.080, -0.467, -0.044, -0.591, -0.120, 0.321], "homo_energy_ev": [-9.74, -9.74], "homo_lumo_gap_ev": [4.9, 5.0], "lumo_ev": [-4.79, -4.79], "mol_weight_g_mol": 223.5, "total_charge": 0}

---

# 4
{"formula": "C4H5ClFN2O2", "method": "wB97M-V/def2-TZVPD", "elements": ["H", "N", "N", "F", "H", "Cl", "O", "H", "C", "H", "O", "C", "C", "H", "C"], "coordinates": [[-1.109747, -0.254981, -1.558086], [-1.460795, 2.732170, -0.342469], [0.625751, -1.604004, -0.163288], [1.015124, 0.778883, -2.366716], [-0.043417, -0.410844, 2.269792], [-2.738857, -0.643533, 0.232925], [0.211397, -2.133613, -1.197427], [1.591543, 0.111259, 1.783068], [0.262659, -0.259627, 0.125327], [1.562485, 0.591827, -1.492904], [1.511497, -2.121371, 0.521050], [-1.245733, 1.600917, -0.432647], [0.525171, 0.188023, 1.538407], [0.229570, 1.239868, 1.656002], [-0.936648, 0.185025, -0.573035]], "forces_ev_per_a": [[0.21, 0.39, 0.41], [0.15, -0.74, -0.02], [0.83, 1.00, -1.07], [2.59, -0.39, 2.74], [0.14, 0.12, -0.18], [0.34, 0.22, -0.05], [-0.40, -0.26, 0.18], [-0.27, -0.04, 0.00], [-1.65, 0.02, 0.04], [-2.70, 0.49, -3.07], [-0.11, -0.33, 0.56], [-0.08, 0.40, -0.16], [0.21, 0.17, 0.02], [0.02, -0.27, -0.06], [0.70, -0.79, 0.66]], "mulliken_charge": [0.445, -0.528, 1.064, -0.433, 0.248, -0.407, -0.675, 0.276, -0.283, 0.449, -0.706, 0.276, -1.275, 0.426, 0.123], "homo_energy_ev": -4.66, "homo_lumo_gap_ev": 8.0, "lumo_ev": 3.36, "mol_weight_g_mol": 167.5, "total_charge": -1}

---

# 5
{"formula": "C4H5ClFNO", "method": "wB97M-V/def2-TZVPD", "elements": ["H", "C", "O", "C", "Cl", "H", "N", "C", "H", "F", "C", "H", "H"], "coordinates": [[1.957591, -0.949480, -0.931602], [-1.152339, -0.047813, 0.274775], [1.694027, 0.591374, -0.035977], [-0.183630, -0.736531, -0.644598], [-2.735679, 0.402916, -0.216553], [-0.583942, -1.694177, -0.679007], [0.811732, 1.544909, 0.305980], [1.236103, -0.616050, -0.155632], [-1.049593, 2.296965, 0.881447], [-0.931872, -0.879859, 1.379834], [-0.457700, 1.301038, 0.557322], [-0.128762, -0.080587, -1.594816], [1.524060, -1.132705, 0.858828]], "forces_ev_per_a": [[-0.82, -1.18, 0.33], [4.03, 1.89, 1.44], [0.61, 5.67, 0.07], [-0.11, 3.22, -2.52], [-0.88, -1.03, -0.07], [0.00, -2.02, -1.04], [-2.55, 1.29, 1.49], [0.93, -5.99, 1.11], [1.35, -2.66, -0.87], [-2.12, 0.28, 0.85], [1.30, 2.11, 0.21], [-0.63, -1.71, 0.75], [-1.11, 0.13, -1.75]], "mulliken_charge": [0.285, 0.925, -0.158, -0.818, -0.162, 0.373, -0.298, -0.346, 0.312, -0.250, -0.434, 0.312, 0.258], "smiles": "F[C@@]1(Cl)C=NOCC1", "homo_energy_ev": -9.82, "homo_lumo_gap_ev": 10.6, "lumo_ev": 0.80, "mol_weight_g_mol": 137.5, "total_charge": 0}

---

# 6
{"formula": "C4H5ClIOP", "method": "wB97M-V/def2-TZVPD", "elements": ["H", "C", "Cl", "P", "C", "C", "O", "H", "H", "I", "H", "H", "C"], "coordinates": [[2.531303, -0.331440, -1.252993], [-2.858647, -0.735167, 0.740153], [-1.021239, 1.088136, 0.940508], [0.090527, -0.086853, -1.193302], [1.889991, 0.434527, -1.035967], [-2.966219, -1.852945, 0.150458], [0.120768, -1.527457, -0.830612], [-3.334697, 0.983249, 2.006762], [2.099041, 1.255602, -1.586695], [-3.394396, -1.892044, -1.933882], [2.070741, 0.728617, 0.087016], [-2.760383, -2.833373, 0.351503], [-2.634705, 0.466872, 1.246002]], "forces_ev_per_a": [[1.46, -2.23, -0.57], [0.18, -0.25, 0.77], [-0.44, 0.88, 0.91], [0.98, -0.63, -1.14], [-2.48, 0.26, 4.60], [-0.30, 1.50, 1.67], [-0.28, -0.05, 0.09], [1.71, -0.81, -1.42], [0.60, 2.77, -1.86], [-0.35, 0.14, -3.29], [-0.31, -0.53, -1.90], [0.34, -2.04, 0.97], [-1.11, 1.00, 1.18]], "mulliken_charge": [0.317, 0.045, -0.141, 0.341, -0.972, -0.410, -0.444, 0.321, 0.401, 0.208, 0.226, 0.492, -0.384], "homo_energy_ev": [-5.86, -8.69], "homo_lumo_gap_ev": [6.0, 5.1], "lumo_ev": [0.16, -3.59], "multiplicity": 3, "mol_weight_g_mol": 262.4, "total_charge": 0}

---

# 7
{"formula": "C4H5ClN2", "method": "wB97M-V/def2-TZVPD", "elements": ["H", "N", "C", "H", "H", "H", "C", "Cl", "C", "C", "H", "N"], "coordinates": [[-0.980302, 1.652412, -0.381376], [-1.611588, -0.661196, 0.199769], [-0.477454, -0.733590, 0.689067], [2.433929, -0.231847, -2.330130], [0.063371, -1.549591, 1.168674], [1.048068, 0.881543, 1.573156], [1.333709, 0.472659, -0.504247], [-1.316979, 2.348735, 1.742483], [0.509102, 0.785305, 0.634885], [1.880922, 0.070152, -1.492904], [-2.175616, -1.509139, 0.225410], [-0.332061, 1.904043, 0.366704]], "forces_ev_per_a": [[-0.08, 0.01, 0.26], [-0.46, 0.19, -0.24], [2.08, 2.69, 0.67], [0.29, -0.19, -0.54], [-0.19, -0.27, -0.11], [-0.02, 0.04, -0.01], [0.29, -0.08, -0.41], [0.30, -0.32, -0.38], [-2.13, -3.03, 0.18], [-0.12, 0.34, 0.62], [0.23, -0.07, 0.02], [-0.20, 0.70, -0.03]], "mulliken_charge": [0.378, -0.482, -0.114, 0.440, 0.402, 0.394, -0.902, -0.110, -0.170, 0.363, 0.245, -0.444], "smiles": "[H]/N=C/[C@@H](C#C)NCl", "homo_energy_ev": -8.99, "homo_lumo_gap_ev": 9.9, "lumo_ev": 0.89, "mol_weight_g_mol": 116.6, "total_charge": 0}

---

# 8
{"formula": "C4H5ClN2", "method": "wB97M-V/def2-TZVPD", "elements": ["N", "C", "H", "H", "H", "C", "H", "N", "C", "H", "C", "Cl"], "coordinates": [[-0.102195, -1.798591, -0.567963], [1.957209, 1.784023, -0.211978], [2.830238, 2.180180, -0.614998], [-0.664157, 0.508274, 1.411022], [0.030788, -2.796289, -0.501272], [1.020683, 1.081836, 0.034101], [0.559922, -1.607543, 1.340776], [-1.335124, 0.733613, -0.455857], [-0.191213, 0.466451, 0.377723], [-1.407103, 0.419014, -1.407602], [0.179929, -1.121059, 0.431144], [-2.878973, 0.150086, 0.164904]], "forces_ev_per_a": [[-0.64, -0.07, -1.47], [-0.20, -0.76, -0.27], [0.89, 0.61, -0.15], [1.32, 1.08, -0.77], [0.32, -0.24, 0.28], [0.26, 2.01, 0.26], [0.12, 0.71, 0.15], [-1.28, 1.06, -0.26], [-2.30, -4.81, 2.02], [1.02, -0.38, -0.22], [-0.48, 0.65, 0.31], [0.98, 0.15, 0.14]], "mulliken_charge": [-0.511, -0.004, 0.473, 0.315, 0.240, -1.028, 0.417, -0.495, 0.575, 0.344, -0.209, -0.117], "smiles": "[H]/N=C/[C@@H](C#C)NCl", "homo_energy_ev": -9.16, "homo_lumo_gap_ev": 9.8, "lumo_ev": 0.66, "mol_weight_g_mol": 116.6, "total_charge": 0}

---

# 9
{"formula": "C4H5ClN2O", "method": "wB97M-V/def2-TZVPD", "elements": ["H", "C", "N", "N", "H", "C", "C", "Cl", "H", "C", "O", "H", "H"], "coordinates": [[1.427371, 1.134719, -2.320651], [0.583981, 0.078184, -0.133899], [0.486351, -1.203496, 1.777160], [-1.654171, -0.199810, 1.003484], [0.353593, -1.734355, 2.853982], [-0.271239, 0.885926, -1.040892], [0.342935, 1.066282, -2.187329], [-0.425606, 1.678888, -3.553559], [-2.222977, -0.488694, 1.862191], [-0.362142, -0.536912, 0.997486], [1.738117, -0.250938, -0.096838], [1.459494, -1.178675, 1.548300], [-1.455708, 0.748881, -0.709435]], "forces_ev_per_a": [[-0.32, -0.76, 0.38], [-2.78, -0.40, 1.38], [-0.90, -3.20, 5.99], [2.08, -1.29, 1.48], [-0.24, 2.38, -4.60], [-1.55, -2.16, 1.24], [0.58, 1.75, -0.58], [-0.70, 0.30, -1.13], [1.41, 0.15, -1.44], [-1.75, 1.38, -0.01], [0.63, 0.86, -1.03], [0.24, 0.16, -0.47], [3.28, 0.84, -1.20]], "mulliken_charge": [0.315, 0.813, -0.398, -0.672, 0.284, -0.526, -0.048, -0.151, 0.213, 0.234, -0.648, 0.260, 0.324], "smiles": "[H]/N=C(\\N)C(=O)/C=C/Cl", "homo_energy_ev": -9.43, "homo_lumo_gap_ev": 9.3, "lumo_ev": -0.16, "mol_weight_g_mol": 132.6, "total_charge": 0}

---

# 10
{"formula": "C4H5ClN2O3S", "method": "wB97M-V/def2-TZVPD", "elements": ["H", "C", "N", "N", "H", "S", "O", "H", "O", "C", "O", "C", "C", "H", "Cl", "H"], "coordinates": [[0.933807, -1.638065, 1.494238], [-0.160322, -0.734494, -1.431569], [0.198889, -1.582623, -0.330630], [-0.673189, -0.485725, 1.603069], [0.650764, -0.878434, -2.145595], [0.889624, 1.293169, 0.044624], [-0.164740, 1.741627, 1.235569], [-0.493886, -2.329480, -0.175949], [1.863116, 2.303898, -0.132962], [-0.498855, 0.836657, -1.008816], [1.492801, 0.059619, 0.718984], [0.424477, -0.958882, 0.880640], [-0.985665, 0.729915, 1.520410], [-1.107114, -1.170339, -1.821266], [-0.307580, 1.804591, -2.441865], [-2.062128, 1.008565, 1.991117]], "forces_ev_per_a": [[0.69, -1.08, 1.08], [-1.31, 0.91, -0.34], [-0.92, -1.29, -0.20], [-1.22, 0.37, -1.03], [-0.25, 0.72, -0.50], [-2.05, 0.93, -0.52], [1.29, 1.40, 0.00], [0.62, 0.55, -0.07], [-0.24, 0.12, 0.13], [2.16, -2.66, -0.87], [0.27, -0.27, -0.27], [1.32, -0.66, 1.86], [-3.55, -0.31, 3.25], [0.60, 0.79, -0.30], [-0.26, 0.55, -0.92], [2.83, -0.05, -1.31]], "mulliken_charge": [0.599, -0.517, -0.318, -0.400, 0.293, 0.835, -0.334, 0.302, -0.563, -0.112, -0.428, -0.073, 0.204, 0.400, -0.195, 0.309], "smiles": "O=[S@]12=C(Cl)CN[C@H](N=CO1)O2", "homo_energy_ev": -8.43, "homo_lumo_gap_ev": 9.0, "lumo_ev": 0.52, "mol_weight_g_mol": 196.6, "total_charge": 0}

---

Copy entry 3 word for word.
{"formula": "C4H5Cl3O2S", "method": "wB97M-V/def2-TZVPD", "elements": ["C", "H", "O", "Cl", "H", "S", "O", "H", "H", "C", "C", "Cl", "C", "Cl", "H"], "coordinates": [[1.009700, 0.474405, 0.303376], [-1.026803, -1.312276, -1.707391], [-2.516119, 0.582709, 0.774922], [2.106313, -2.178074, 1.203218], [1.031324, 0.446349, -1.812684], [-1.382920, -0.310483, 0.612044], [-1.604953, -1.634820, 1.156369], [-1.361279, 0.501031, -1.686797], [0.084535, 0.712411, 2.393071], [0.094995, 0.436942, 1.358966], [0.620478, -0.068034, -1.024006], [2.612509, 1.100235, 0.663311], [-0.834463, -0.367848, -1.198564], [0.016281, 2.627083, -0.062795], [1.150402, -1.009630, -0.973039]], "forces_ev_per_a": [[2.38, 2.26, 0.48], [-0.18, 0.01, 0.55], [1.52, -0.10, -0.30], [-0.88, 1.04, -0.03], [1.02, 1.54, -1.60], [-3.87, -1.33, 0.02], [1.21, 0.94, -0.48], [0.35, -1.01, 0.61], [0.43, 0.15, 0.32], [-1.22, -0.81, -2.12], [0.79, -2.09, 1.22], [-1.01, -0.81, -0.69], [-0.76, 1.96, 1.41], [-0.15, -1.15, 0.85], [0.36, -0.60, -0.25]], "mulliken_charge": [-0.119, 0.408, -0.574, -0.374, 0.434, 1.086, -0.546, 0.355, 0.310, -0.080, -0.467, -0.044, -0.591, -0.120, 0.321], "homo_energy_ev": [-9.74, -9.74], "homo_lumo_gap_ev": [4.9, 5.0], "lumo_ev": [-4.79, -4.79], "mol_weight_g_mol": 223.5, "total_charge": 0}